1.
{"formula": "C14H30F12O17S9Zn", "method": "ωB97M-V with the def2-TZVPD basis set", "spin_multiplicity": 2, "e_lumo_ev": [1.4006, -3.2351], "homo_lumo_gap_ev": [8.219, 3.584], "s2": 0.76, "energy_ha": -8391.74895, "charge": -1, "symbols": ["Zn", "C", "F", "F", "F", "S", "O", "O", "O", "C", "F", "F", "F", "S", "O", "O", "O", "C", "F", "F", "F", "S", "O", "O", "O", "C", "F", "F", "F", "S", "O", "O", "O", "C", "S", "O", "C", "H", "H", "H", "H", "H", "H", "C", "S", "O", "C", "H", "H", "H", "H", "H", "H", "C", "S", "O", "C", "H", "H", "H", "H", "H", "H", "C", "S", "O", "C", "H", "H", "H", "H", "H", "H", "C", "S", "O", "C", "H", "H", "H", "H", "H", "H"], "xyz": [[10.99558, -9.79407, -10.96404], [7.54596, -7.92041, -9.20222], [7.85804, -6.60727, -9.25058], [8.23371, -8.41358, -8.13128], [6.33122, -8.12779, -8.84953], [7.86795, -8.96232, -10.78858], [7.45395, -10.33647, -10.32271], [7.00470, -8.49420, -11.89490], [9.30691, -8.98223, -11.04912], [10.58162, -11.45998, -6.53071], [9.45646, -11.04573, -5.87349], [11.50462, -10.52318, -6.41722], [10.98343, -12.63133, -5.98392], [10.12513, -11.72949, -8.39223], [10.47872, -10.45427, -9.09792], [10.89340, -12.83228, -8.92683], [8.66340, -11.92109, -8.37046], [14.25968, -12.34531, -9.02901], [14.67002, -13.64614, -8.89823], [13.33145, -12.17171, -8.03779], [15.23711, -11.44475, -8.92625], [13.46506, -12.18623, -10.83008], [12.46657, -11.06901, -10.85437], [14.60343, -12.11590, -11.73048], [12.83513, -13.44518, -11.22422], [12.12110, -5.78718, -10.08261], [12.24517, -4.74413, -9.29555], [11.04834, -5.76781, -10.78220], [13.16833, -5.76938, -10.95999], [12.13844, -7.38265, -9.06326], [10.91618, -7.38866, -8.31035], [12.17040, -8.53376, -9.99650], [13.29973, -7.27593, -8.25355], [11.86300, -9.13559, -15.31402], [10.73768, -8.89549, -13.83097], [11.72156, -9.04651, -12.67661], [10.43283, -7.15577, -13.97561], [11.40382, -8.66974, -16.18593], [12.26729, -10.12711, -15.51785], [12.76745, -8.55921, -15.11942], [10.01891, -7.03967, -14.97726], [11.48279, -6.86698, -14.02341], [9.99810, -6.67417, -13.09972], [12.63636, -0.10679, -12.95660], [13.26820, -0.37908, -11.23465], [14.75583, -0.61184, -11.41767], [12.46820, -2.01060, -11.02243], [11.58289, 0.17029, -12.91761], [12.79233, -0.97909, -13.59130], [13.13230, 0.79470, -13.31642], [12.42450, -2.55918, -11.96331], [11.47665, -1.96185, -10.57236], [12.90351, -2.62898, -10.23744], [18.92961, -8.18725, -9.60850], [17.49506, -7.92275, -10.76938], [17.39170, -9.25824, -11.55510], [16.35422, -8.24498, -9.46015], [18.95455, -9.22278, -9.26917], [18.85604, -7.39977, -8.85846], [19.84438, -8.10890, -10.19601], [16.53699, -9.24769, -9.07378], [15.36537, -8.01526, -9.85700], [16.46361, -7.52229, -8.65154], [17.90616, -3.06882, -11.45657], [17.77369, -3.87362, -9.85597], [18.66278, -3.15497, -8.81267], [16.05916, -3.53308, -9.41325], [18.03592, -2.02897, -11.15661], [16.98865, -3.33905, -11.97930], [18.64691, -3.51655, -12.11908], [15.84726, -3.80915, -8.38030], [15.37760, -3.99809, -10.12553], [15.90656, -2.46222, -9.54766], [9.47257, -2.59209, -6.97905], [11.26241, -2.54909, -6.51570], [11.44306, -1.74212, -5.17180], [11.87808, -4.28475, -6.28205], [9.25707, -2.86040, -8.01329], [8.89628, -1.69850, -6.73930], [8.98733, -3.31690, -6.32537], [12.05777, -4.60692, -5.25637], [12.79119, -4.47345, -6.84660], [11.19622, -5.05009, -6.65276]], "forces_ev_per_a": [[-0.151, 0.337, 1.397], [2.767, -0.773, 1.297], [-0.509, -0.441, -0.662], [0.535, 0.110, -1.289], [-2.618, 0.554, -0.514], [-4.010, -5.179, 0.227], [0.863, 3.773, -0.803], [1.949, 0.699, 1.725], [-0.150, 2.069, -0.922], [-1.504, -0.127, -0.870], [1.338, -0.475, -0.508], [0.258, -0.264, 0.371], [-0.043, 0.973, -0.232], [-3.333, 0.790, -1.445], [0.081, -1.149, 1.455], [0.435, -0.348, 0.527], [2.695, -0.094, 0.706], [-1.843, -0.912, 1.126], [0.145, 2.039, -0.595], [1.800, 0.305, -1.866], [-0.799, -1.215, -0.134], [-1.845, 3.216, 0.807], [3.993, -3.605, 0.116], [-0.071, 0.196, 0.259], [-0.317, -0.994, 0.217], [2.339, -2.813, 0.467], [-0.290, 0.864, 0.307], [-2.198, 0.781, -1.188], [-0.114, 0.170, 0.310], [-1.507, -1.563, 0.728], [-0.459, 0.996, -0.411], [1.090, 1.851, -0.150], [1.796, 0.491, 0.085], [0.076, 1.360, 0.442], [0.325, -1.797, -0.451], [-0.279, 0.043, -0.584], [1.876, -0.187, -0.678], [-0.213, -0.365, -0.068], [-0.933, -0.294, 0.383], [-0.061, 0.323, 0.367], [-0.537, 0.476, 0.362], [0.049, 0.850, -0.035], [-0.531, -0.517, -0.297], [-0.212, 0.479, 0.819], [0.873, -0.777, -1.027], [-1.333, 0.034, 0.285], [-0.352, -0.376, 0.446], [-0.170, -0.317, 0.143], [0.193, 0.124, 0.128], [0.345, -0.272, -0.062], [0.139, 0.019, 0.081], [-0.406, 0.744, -0.518], [0.983, 0.301, -0.255], [0.145, 0.421, -1.401], [0.939, -3.498, 0.124], [0.342, 2.224, 0.491], [-0.832, 1.224, 0.479], [-0.667, 0.157, 0.324], [0.245, -0.297, 0.157], [0.023, 0.463, -0.008], [-0.310, 0.045, -0.350], [-0.195, -0.744, 0.092], [0.221, 0.078, 0.078], [-0.742, -0.198, 0.381], [1.632, -1.035, 2.161], [-1.449, -0.639, -1.930], [-0.067, 1.143, -0.743], [-0.067, 0.178, -0.856], [-0.410, 0.705, 0.131], [0.623, 0.247, 0.711], [0.312, -0.219, -0.195], [0.121, -0.429, 0.110], [-0.028, 0.211, 0.235], [-0.595, -1.234, 1.283], [1.321, 2.109, 1.430], [-0.843, -2.036, -2.537], [-0.878, -0.790, 0.040], [0.608, -0.103, -0.013], [0.938, 0.561, -0.009], [-0.005, -0.394, -0.134], [-0.119, 0.805, 0.256], [0.017, 0.697, -0.032], [-0.436, 0.233, -0.294]], "lowdin_charge": [0.61, -0.64, 0.11, 0.10, 0.18, 0.61, -0.32, -0.33, -0.38, -0.59, 0.10, 0.15, 0.11, 0.59, -0.37, -0.32, -0.30, -0.51, 0.12, 0.12, 0.16, 0.68, -0.27, -0.13, -0.07, -0.69, 0.13, 0.18, 0.09, 0.50, -0.27, -0.35, -0.28, -0.20, 0.93, -0.55, -0.23, 0.05, 0.06, 0.05, 0.06, 0.05, 0.07, -0.26, 0.85, -0.59, -0.27, 0.05, 0.05, 0.04, 0.05, 0.05, 0.03, -0.25, 0.84, -0.60, -0.29, 0.05, 0.05, 0.04, 0.05, 0.04, 0.06, -0.26, 0.79, -0.58, -0.26, 0.06, 0.05, 0.05, 0.06, 0.04, 0.04, -0.26, 0.84, -0.61, -0.24, 0.04, 0.05, 0.04, 0.06, 0.03, 0.04]}

2.
{"formula": "C6H12NO", "method": "ωB97M-V with the def2-TZVPD basis set", "relative_energy_kj_mol": 422.2, "e_lumo_ev": -4.4879, "homo_lumo_gap_ev": 8.024, "energy_ha": -365.38856, "charge": 1, "symbols": ["C", "C", "C", "C", "C", "C", "N", "O", "H", "H", "H", "H", "H", "H", "H", "H", "H", "H", "H", "H"], "xyz": [[3.01988, -0.73336, -0.21400], [-2.29345, -1.45306, -0.08738], [-2.94899, -0.08451, -0.16075], [0.82478, -0.30155, 0.38683], [-0.26663, 1.77772, -0.07502], [-0.39855, 0.35011, -0.00985], [-1.49433, -0.33030, -0.31393], [3.75724, 0.11337, 0.36580], [3.07093, -1.84284, 0.15642], [-2.36743, -1.97695, 0.83389], [-2.36131, -2.06904, -0.89170], [-3.64021, 0.19393, -1.01524], [-3.14910, 0.60010, 0.74713], [0.73340, -1.29270, 0.69804], [1.40570, 0.23063, 1.11327], [2.89330, -0.68822, -1.28999], [-1.20759, 2.33479, -0.09553], [0.41522, 2.05616, -0.93815], [0.21191, 2.05356, 0.82090], [3.79523, 1.06217, -0.03074]], "forces_ev_per_a": [[-1.879, -3.133, -1.656], [-0.941, 1.242, 2.201], [-0.122, 1.576, -0.052], [0.628, -0.032, -0.206], [-0.782, 1.950, -1.665], [1.371, -3.023, -0.076], [0.141, 2.642, -0.202], [1.140, 3.306, 0.925], [-0.241, 2.469, -0.127], [0.633, -0.168, 0.955], [-0.499, -1.625, -2.403], [1.461, -0.454, 0.724], [0.151, -1.843, -1.170], [-0.438, -1.672, 0.366], [-0.140, 0.613, 0.309], [-0.278, 0.293, -0.018], [0.122, -0.111, -0.425], [-0.975, -0.199, 0.932], [0.787, 0.621, 1.022], [-0.137, -2.450, 0.567]], "lowdin_charge": [-0.07, -0.05, -0.01, 0.00, -0.01, -0.30, -0.01, 0.05, 0.16, 0.12, 0.09, 0.13, 0.15, 0.04, 0.06, 0.10, 0.10, 0.14, 0.08, 0.21]}

What did the second record say?
{"formula": "C6H12NO", "method": "ωB97M-V with the def2-TZVPD basis set", "relative_energy_kj_mol": 422.2, "e_lumo_ev": -4.4879, "homo_lumo_gap_ev": 8.024, "energy_ha": -365.38856, "charge": 1, "symbols": ["C", "C", "C", "C", "C", "C", "N", "O", "H", "H", "H", "H", "H", "H", "H", "H", "H", "H", "H", "H"], "xyz": [[3.01988, -0.73336, -0.21400], [-2.29345, -1.45306, -0.08738], [-2.94899, -0.08451, -0.16075], [0.82478, -0.30155, 0.38683], [-0.26663, 1.77772, -0.07502], [-0.39855, 0.35011, -0.00985], [-1.49433, -0.33030, -0.31393], [3.75724, 0.11337, 0.36580], [3.07093, -1.84284, 0.15642], [-2.36743, -1.97695, 0.83389], [-2.36131, -2.06904, -0.89170], [-3.64021, 0.19393, -1.01524], [-3.14910, 0.60010, 0.74713], [0.73340, -1.29270, 0.69804], [1.40570, 0.23063, 1.11327], [2.89330, -0.68822, -1.28999], [-1.20759, 2.33479, -0.09553], [0.41522, 2.05616, -0.93815], [0.21191, 2.05356, 0.82090], [3.79523, 1.06217, -0.03074]], "forces_ev_per_a": [[-1.879, -3.133, -1.656], [-0.941, 1.242, 2.201], [-0.122, 1.576, -0.052], [0.628, -0.032, -0.206], [-0.782, 1.950, -1.665], [1.371, -3.023, -0.076], [0.141, 2.642, -0.202], [1.140, 3.306, 0.925], [-0.241, 2.469, -0.127], [0.633, -0.168, 0.955], [-0.499, -1.625, -2.403], [1.461, -0.454, 0.724], [0.151, -1.843, -1.170], [-0.438, -1.672, 0.366], [-0.140, 0.613, 0.309], [-0.278, 0.293, -0.018], [0.122, -0.111, -0.425], [-0.975, -0.199, 0.932], [0.787, 0.621, 1.022], [-0.137, -2.450, 0.567]], "lowdin_charge": [-0.07, -0.05, -0.01, 0.00, -0.01, -0.30, -0.01, 0.05, 0.16, 0.12, 0.09, 0.13, 0.15, 0.04, 0.06, 0.10, 0.10, 0.14, 0.08, 0.21]}

> What is the charge in the second record?

+1